Formula: C9H36N10O9
Source: the Open Molecules 2025 dataset
Level of theory: ωB97M-V/def2-TZVPD

HOMO energy   -9.4088 eV
Gap between HOMO and LUMO   9.61 eV
Energy above the lowest of the compared OMol25 structures with the same formula, charge and spin   98.0 kcal/mol
SMILES   NC(N)=O.NC(N)=O.NC(N)=O.NC(N)=O.NC(N)=O.CO.CO.CO.CO
Calculated total energy   -1589.23612 Eh

Geometry as XYZ:
```
64
Properties=species:S:1:pos:R:3:forces:R:3
N -1.644560 -0.070961 0.868043 -2.644 -1.531 0.522
C -0.619269 0.472908 1.524805 1.170 -1.317 1.898
N 0.178084 1.091380 0.670256 1.493 1.571 -0.277
O -0.362230 0.266530 2.737559 -0.666 0.518 -1.821
H -1.868434 0.042804 -0.110243 0.360 -0.008 0.273
H -2.050668 -0.855827 1.357066 -0.345 0.303 -0.244
H -0.105791 1.111237 -0.298823 0.789 0.162 0.151
H 1.092393 1.342389 1.018273 -0.180 0.288 -0.539
N -0.355647 -6.907997 2.865429 -1.196 -2.546 -0.093
C 0.113815 -5.712502 3.150716 3.851 0.813 -4.118
N -0.558483 -5.027830 4.031570 -1.105 2.525 2.231
O 1.113173 -5.307595 2.471713 -1.713 -0.180 2.309
H -1.305575 -7.141782 3.116577 0.412 -0.449 -0.176
H 0.215089 -7.472707 2.252685 -0.508 0.127 0.038
H -1.436256 -5.310455 4.443547 0.405 -0.099 -0.124
H -0.251208 -4.081463 4.204972 -0.140 -0.162 -0.060
N 6.370846 1.469356 2.070103 3.224 1.106 -1.037
C 5.053265 1.629890 2.103033 1.209 -0.107 -0.269
N 4.575706 0.626420 2.761842 -2.941 -3.144 2.401
O 4.464421 2.529060 1.587568 -1.524 2.194 -1.256
H 6.812210 0.688688 2.534722 0.247 0.541 -0.503
H 6.844975 2.050690 1.393834 0.381 -0.372 0.374
H 3.596004 0.561040 2.998485 0.258 -0.125 -0.037
H 5.228370 -0.094579 3.034370 -0.919 -0.018 0.158
N -1.901686 2.026205 -5.245832 -4.961 6.372 -2.394
C -1.178206 1.154832 -4.718282 1.478 -3.886 3.223
N -0.396181 0.666535 -5.685677 2.331 -2.402 -0.014
O -1.295684 0.745686 -3.549957 0.823 0.250 -0.871
H -1.834478 2.176746 -6.242281 -0.332 0.315 0.457
H -2.455905 2.681922 -4.713885 0.044 -0.349 -0.014
H -0.307984 1.123412 -6.582108 0.304 -0.545 0.401
H 0.076691 -0.188509 -5.429989 0.291 0.247 -0.627
N 3.942202 4.454837 -1.765627 -3.216 -0.253 0.210
C 5.048158 4.666454 -2.474440 -1.486 -1.222 -2.279
N 6.001691 4.750290 -1.617804 5.408 0.838 3.029
O 5.137087 4.637891 -3.688937 0.024 0.487 -0.429
H 3.091419 4.270403 -2.277727 0.109 -0.061 0.446
H 4.065783 4.202364 -0.795538 -0.863 -0.130 -0.283
H 5.788271 4.717118 -0.631176 0.375 0.145 -0.302
H 6.978187 4.841953 -1.858967 -0.399 0.024 -0.237
C 4.255007 -0.100209 -3.504836 -1.238 -1.003 -1.711
O 3.616255 0.265696 -2.325814 0.589 0.344 1.070
H 3.691103 -0.941536 -3.907671 -0.233 -0.075 -0.113
H 4.086642 0.720431 -4.202192 0.768 -0.082 -0.458
H 5.263399 -0.513636 -3.486871 0.413 0.683 0.549
H 4.001666 1.128440 -2.156306 -0.292 0.205 0.680
C -5.530692 1.234133 -1.465727 0.142 -0.289 -0.106
O -6.387726 1.748572 -2.443314 -0.290 1.355 -0.934
H -6.108558 0.968577 -0.580485 0.364 -0.321 0.181
H -4.906430 0.435181 -1.865829 -0.221 -0.517 0.214
H -4.800432 2.005515 -1.221190 -0.321 0.269 0.123
H -7.039022 1.167904 -2.843613 0.356 -0.501 0.517
C -4.066681 -0.074230 5.312083 -1.621 0.230 -1.420
O -2.846614 -0.379603 5.814152 2.114 -0.694 1.589
H -4.824104 0.155246 6.061592 0.411 0.464 0.384
H -3.924839 0.740032 4.601474 -0.797 0.189 -0.101
H -4.508188 -0.934617 4.809201 -0.061 -0.164 -0.534
H -2.164430 -0.133026 5.185329 0.047 -0.029 -0.039
C -5.651105 -3.427590 0.055911 -0.110 -0.235 1.362
O -5.759064 -2.745195 1.319755 0.001 0.079 -0.345
H -4.598949 -3.559800 -0.196235 -0.030 0.404 -0.574
H -6.046889 -4.435338 0.181979 -0.300 -0.097 -0.320
H -6.267175 -2.860064 -0.641566 0.449 -0.143 -0.159
H -5.342770 -3.291720 1.990297 0.011 0.008 0.029
```
Positions in Å, forces in eV/Å.